# C40H86NO24PtS8

C40H86NO24PtS8 as an isolated structure (ωB97M-V/def2-TZVPD, OMol25).

```
160
Properties=species:S:1:pos:R:3
Pt -3.572 0.622 1.940
S -5.711 -1.681 -0.088
S 4.981 -1.268 -1.141
S 3.049 5.802 -2.130
S -2.331 0.779 5.292
S -1.882 -3.217 -6.283
S -6.066 2.615 0.043
S 0.892 -3.474 5.958
S -2.158 4.051 1.817
O -4.797 -0.838 0.810
O -1.128 1.486 -4.973
O 4.483 7.301 2.048
O 1.291 -8.291 -3.104
O -1.091 3.685 -4.311
O 4.594 -2.751 -0.850
O 2.613 -7.047 -1.880
O -2.583 -5.196 -2.085
O 3.160 7.003 -3.033
O 5.689 -0.927 3.328
O -4.887 1.747 0.515
O 0.323 2.779 -5.959
O -0.558 -2.783 -5.718
O 0.586 -4.935 6.230
O -2.507 2.536 1.908
O -4.387 -4.488 -0.938
O 0.849 -6.063 -2.749
O -2.228 0.988 3.762
O 3.989 5.256 1.291
O 5.561 1.244 3.338
O 3.780 5.624 3.381
O -1.765 -0.441 0.930
O -4.655 -5.552 -2.940
O 7.625 0.241 3.448
N -0.614 0.134 0.328
C -1.278 2.051 6.102
C 2.614 -5.780 -1.339
C -7.429 -1.058 -0.182
C -1.784 1.375 -1.322
C -3.245 -4.117 -0.185
C 2.051 4.521 -3.007
C -2.332 -4.830 -5.591
C 2.499 -3.251 6.729
C 4.296 -0.614 3.479
C -3.943 -5.020 -2.127
C -5.154 -1.565 -1.810
C 1.699 6.152 -0.955
C 0.708 -2.016 0.954
C -0.689 0.284 -1.165
C -5.746 4.372 0.265
C 6.708 -1.074 -0.293
C -1.290 -0.634 5.743
C 0.631 -0.412 0.967
C -3.157 -2.154 -5.380
C -1.122 -1.031 -1.933
C -6.048 2.863 -1.795
C 1.859 0.280 0.320
C 0.549 1.479 -6.491
C 4.117 6.176 2.209
C 1.957 0.213 -1.166
C 0.737 0.084 2.499
C 1.426 -3.254 4.272
C 5.380 -1.169 -2.915
C 0.676 0.830 -1.757
C 3.309 4.338 3.259
C 6.401 0.250 3.402
C -2.099 -4.843 -0.843
C 1.609 -7.243 -2.611
C -0.368 3.944 1.569
C -0.333 0.591 -5.706
C -2.214 4.694 3.491
C 1.323 -5.143 -1.845
C -0.684 2.767 -5.030
C 3.851 3.988 1.953
C 4.204 0.891 3.398
H 0.682 -4.926 -0.991
H -6.522 5.070 -0.048
H 0.209 -2.354 1.862
H 1.304 5.237 -0.513
H -1.900 -5.799 -0.358
H -5.161 3.348 -2.202
H 1.604 -2.205 4.037
H -7.545 -0.283 -0.939
H 2.457 4.321 -3.999
H -1.486 4.112 4.057
H 1.851 1.338 0.582
H -4.801 4.736 -0.138
H 3.164 -4.022 6.340
H -6.899 3.409 -2.202
H 0.732 0.553 -2.810
H 0.426 1.541 -7.573
H -4.935 -0.525 -2.052
H -1.660 -5.113 -4.779
H 4.460 -1.043 -3.486
H -0.225 -0.633 5.509
H 1.602 -0.202 3.098
H 2.325 -3.835 4.065
H -0.994 0.017 -6.354
H 4.822 3.514 2.097
H 6.423 -1.069 0.759
H -1.823 -1.439 5.237
H -0.350 -1.795 -1.838
H 3.678 1.236 4.287
H 0.614 1.918 -1.720
H -1.352 -0.912 -2.992
H 2.550 -5.769 -0.251
H 2.796 -0.113 0.717
H 1.999 -0.831 -1.475
H -3.295 -4.377 0.872
H 3.631 1.142 2.505
H 3.397 -5.109 -1.692
H 2.501 -3.308 7.818
H -4.162 -2.568 -5.304
H -4.342 -2.253 -2.047
H -0.910 1.734 7.078
H -2.103 1.504 -2.356
H -0.374 2.126 5.498
H -0.176 3.563 0.566
H 1.877 3.547 -2.549
H 7.158 -2.066 -0.304
H 0.313 -2.528 0.077
H 6.008 -0.286 -3.031
H 7.349 -0.216 -0.493
H -2.949 -1.828 -4.361
H 5.808 -2.135 -3.185
H -2.189 -5.534 -6.411
H 3.777 3.686 3.996
H 0.071 4.936 1.678
H 0.610 -3.613 3.644
H -5.994 -1.824 -2.455
H 3.784 -1.023 2.607
H 0.057 3.237 2.281
H -2.050 -1.419 -1.513
H 2.227 4.212 3.201
H 0.266 0.022 -4.995
H 1.444 -4.223 -2.416
H -7.487 -0.618 0.813
H 2.021 6.942 -0.277
H 2.941 -2.292 6.460
H 2.859 0.749 -1.462
H -6.148 1.879 -2.253
H 1.596 1.247 -6.296
H -8.065 -1.935 -0.298
H -3.359 -5.047 -5.298
H -0.063 -0.376 3.079
H -1.703 3.055 6.101
H 3.985 -0.978 4.459
H -5.553 4.454 1.335
H -1.314 -4.088 -0.805
H 1.083 4.960 -3.249
H 0.958 6.619 -1.603
H -1.490 2.391 -1.059
H 1.653 -2.556 1.015
H 0.546 1.147 2.641
H -3.327 -1.214 -5.905
H -2.085 5.772 3.589
H 3.188 3.288 1.445
H -3.129 4.473 4.040
H -3.041 -3.072 -0.418
H -1.319 -0.725 6.828
H -2.754 1.169 -0.870
```

The spin multiplicity is 3. For the HOMO energy (spin up / spin down), the calculation gives -10.3759 / -9.6844 eV. Its HOMO-LUMO gap (spin up / spin down) is 8.0 / 6.6 eV. As for the charge: +1. The total energy comes out at -6740.27499 Ha. Its expectation value of S² is 2.0184.

# C40H90N6O3

A 6-piece molecular cluster, C40H90N6O3 overall (ωB97M-V/def2-TZVPD, OMol25).

```
139
Properties=species:S:1:pos:R:3
O -7.958 11.318 13.073
O -8.493 12.775 11.458
O -6.965 13.149 12.747
N -7.809 12.384 12.418
N -10.848 9.341 12.453
N -5.927 16.974 15.337
N -4.754 11.978 9.467
N -11.647 13.987 6.592
N -5.079 10.362 16.385
C -6.669 15.893 14.550
C -4.263 17.204 17.276
C -11.154 14.679 8.860
C -5.580 18.082 17.474
C -3.250 13.089 11.261
C -5.361 18.033 14.409
C -13.626 14.648 5.046
C -6.220 12.171 8.948
C -3.781 11.582 8.359
C -9.667 8.280 12.339
C -12.000 10.199 10.396
C -4.371 13.272 10.226
C -12.212 12.566 6.794
C -6.895 10.828 8.787
C -4.666 10.520 18.990
C -5.134 10.752 10.507
C -10.102 13.864 6.722
C -10.792 10.411 11.311
C -4.699 16.260 16.061
C -12.116 14.894 7.761
C -7.586 16.601 12.312
C -10.683 10.019 13.902
C -3.544 10.498 14.564
C -9.769 7.401 11.076
C -7.862 16.513 13.808
C -12.129 14.536 5.231
C -12.327 8.761 12.238
C -6.378 10.021 9.973
C -9.862 14.407 8.117
C -4.670 9.600 15.103
C -6.677 17.606 16.494
C -14.017 14.587 3.531
C -8.481 6.542 10.923
C -3.592 10.486 20.080
C -4.373 9.747 17.681
C -6.591 10.216 16.705
C -4.705 11.857 16.187
C -13.033 9.748 11.443
C -4.121 11.885 14.819
C -3.002 14.304 12.072
H -6.786 12.798 9.637
H -6.500 10.371 7.880
H -9.265 15.305 7.962
H -4.503 8.596 15.494
H -4.146 14.049 9.495
H -3.936 11.120 20.897
H -4.707 18.737 14.923
H -5.578 9.546 14.504
H -11.673 13.819 4.548
H -7.590 7.098 11.216
H -5.468 12.585 16.463
H -6.075 9.006 9.715
H -5.240 13.561 10.817
H -11.735 9.364 9.747
H -3.423 10.436 13.483
H -3.419 10.161 17.353
H -4.356 9.989 10.541
H -11.036 11.043 13.786
H -8.352 17.362 14.284
H -11.692 12.142 7.653
H -8.380 6.074 9.944
H -6.862 15.096 15.267
H -2.312 14.101 12.891
H -6.084 12.836 8.096
H -3.446 12.240 11.916
H -13.105 14.601 8.113
H -2.653 10.692 19.566
H -12.730 8.488 13.213
H -13.455 10.566 12.026
H -6.645 9.147 16.503
H -7.000 10.817 15.892
H -4.403 10.967 7.708
H -5.896 15.468 13.910
H -5.509 10.039 19.485
H -10.749 11.396 11.775
H -3.436 12.702 14.593
H -5.957 18.110 18.496
H -3.444 17.914 17.163
H -4.757 17.431 13.731
H -12.196 15.954 7.520
H -11.222 9.439 14.650
H -9.916 7.973 10.160
H -8.528 5.782 11.702
H -4.331 8.658 17.671
H -2.527 10.389 14.941
H -5.006 12.024 14.198
H -9.668 10.058 14.299
H -9.809 10.400 10.841
H -3.987 15.859 15.341
H -3.664 9.431 20.345
H -13.311 15.025 2.825
H -8.778 8.897 12.204
H -7.247 16.854 17.040
H -3.008 10.907 8.725
H -8.704 15.822 13.751
H -13.296 12.480 6.879
H -10.940 15.419 9.631
H -7.963 10.964 8.616
H -7.608 15.646 11.787
H -5.354 11.203 11.475
H -3.385 12.447 7.827
H -7.161 9.920 10.724
H -4.911 11.541 18.697
H -14.235 14.120 5.779
H -14.978 15.063 3.336
H -3.960 16.624 18.148
H -10.597 6.695 11.142
H -14.130 13.570 3.155
H -2.602 15.086 11.426
H -5.486 19.145 17.250
H -2.275 12.800 10.870
H -11.514 15.436 5.212
H -12.190 11.129 9.860
H -7.001 10.502 17.673
H -11.871 12.064 5.889
H -3.883 14.760 12.524
H -13.841 9.216 10.941
H -8.258 17.235 11.734
H -9.778 7.798 13.310
H -7.445 18.313 16.181
H -6.597 17.025 12.139
H -3.896 12.113 16.871
H -9.768 12.853 6.491
H -11.433 13.971 9.640
H -12.337 7.805 11.714
H -5.074 15.386 16.594
H -9.802 14.511 5.897
H -9.374 13.674 8.759
H -6.096 18.637 13.878
H -13.836 15.664 5.381
```

The spin multiplicity is 2. For the HOMO energy (spin up / spin down), the calculation gives -20.3687 / -20.3687 eV. Its HOMO-LUMO gap (spin up / spin down) is 7.8 / 3.7 eV. As for the charge: +5. The total energy comes out at -2130.14446 Ha. Its expectation value of S² is 0.7569.

Q: The highest expectation value of S² belongs to which entry?
A: C40H86NO24PtS8

Q: Which of these has the lowest charge?
A: C40H86NO24PtS8

Q: Which of these has the highest charge?
A: C40H90N6O3

Q: What is the expectation value of S² in the second record?
A: 0.7569